Record 1
Computed, not measured: a cluster of 2 separate species, C6H6NO2S3 in total in a non-equilibrium geometry, with ωB97M-V with the def2-TZVPD basis set.

Geometry as XYZ:
```
18
Properties=species:S:1:pos:R:3:mulliken_charge:R:1
C 1.622 -1.093 -0.565 -0.384
C 0.509 -0.244 -0.676 -0.460
C 2.501 -0.793 0.457 -0.826
C 0.572 0.838 0.266 0.580
C -1.497 2.055 -0.022 -0.007
C -0.234 1.955 0.477 -0.687
N -2.014 1.005 -0.830 -0.542
O 4.881 0.630 -1.607 -0.414
O 6.416 1.125 0.337 -0.462
S -2.442 3.468 0.143 -0.520
S 1.942 0.629 1.325 -0.189
S 5.017 0.945 -0.125 0.793
H 1.697 -2.001 -1.114 0.420
H -0.223 -0.493 -1.489 0.357
H 3.439 -1.381 0.765 0.502
H 0.133 2.761 1.048 0.353
H -1.830 0.128 -0.332 0.236
H -2.994 1.021 -1.039 0.251
```

Calculated values
Energy above the lowest of the compared OMol25 structures with the same formula, charge and spin   46.1 kJ/mol
Kohn-Sham gap (spin up / spin down)   4.0 / 4.0 eV
Strongest force on any atom   0.0910 Eh/bohr
Charge   -1

=====

Record 2
Computed, not measured: a structure of composition C6H6NO6S in a non-equilibrium geometry, with ωB97M-V with the def2-TZVPD basis set.

Geometry as XYZ:
```
20
Properties=species:S:1:pos:R:3:mulliken_charge:R:1
C -0.652 -1.591 1.312 -0.497
C 0.043 -0.615 1.920 -0.463
C -0.926 -0.591 -0.888 -0.754
C -1.102 -1.619 -0.022 0.896
C 0.669 0.586 1.206 -0.778
C 0.086 0.966 -0.121 0.010
N -0.642 2.200 -0.172 1.045
O 0.709 0.825 -2.726 -0.660
O -1.552 2.354 -0.971 -0.618
O -0.186 3.018 0.627 -0.656
O 2.384 1.856 -1.292 -0.648
O 1.976 -0.565 -1.101 -0.624
O -1.559 -2.852 -0.463 -0.549
S 1.470 0.755 -1.466 1.151
H -1.088 -2.322 1.898 0.418
H 0.336 -0.854 2.925 0.351
H -0.796 -0.556 -1.970 0.375
H 0.500 1.524 1.805 0.419
H 1.776 0.379 0.908 0.258
H -1.446 -2.901 -1.408 0.324
```

Calculated values
Energy above the lowest of the compared OMol25 structures with the same formula, charge and spin   346.7 kJ/mol
Kohn-Sham gap   8.5 eV
Strongest force on any atom   0.1276 Eh/bohr
Charge   -1

=====

Record 3
Computed, not measured: a structure of composition C6H6O, with ωB97M-V with the def2-TZVPD basis set.

Geometry as XYZ:
```
13
Properties=species:S:1:pos:R:3:mulliken_charge:R:1
C 0.284 -2.598 -0.865 0.046
C 0.189 -1.450 -0.509 -1.183
C 0.071 -0.075 -0.127 0.792
C 1.069 0.660 0.749 -0.652
C -0.357 0.601 1.159 -0.046
O -1.120 1.588 0.481 -0.417
C -0.843 0.953 -0.785 -0.380
H 0.364 -3.614 -1.183 0.434
H 1.487 1.607 0.413 0.193
H 1.746 0.004 1.290 0.317
H -0.741 0.199 2.092 0.354
H -1.753 0.505 -1.197 0.307
H -0.385 1.634 -1.511 0.235
```

Calculated values
Energy above the lowest of the compared OMol25 structures with the same formula, charge and spin   379.1 kJ/mol
Kohn-Sham gap   10.3 eV
Strongest force on any atom   0.0077 Eh/bohr
Charge   0

=====

Record 4
Computed, not measured: the molecule C6H6O in a non-equilibrium geometry, with ωB97M-V with the def2-TZVPD basis set.

Geometry as XYZ:
```
13
Properties=species:S:1:pos:R:3:mulliken_charge:R:1
C -1.289 2.565 0.714 0.299
C -0.780 1.503 0.471 -0.693
C -0.155 0.255 0.227 0.052
C -0.886 -0.747 -0.204 0.076
C -1.277 -1.633 -1.064 -0.757
C 1.355 0.110 0.361 -0.490
O 1.869 -0.982 -0.370 -0.528
H -1.732 3.509 0.916 0.422
H -0.341 -1.281 -1.596 0.388
H -1.819 -2.570 -0.874 0.275
H 1.631 0.065 1.419 0.269
H 1.823 1.002 -0.073 0.345
H 1.600 -1.796 0.075 0.342
```

Calculated values
Energy above the lowest of the compared OMol25 structures with the same formula, charge and spin   502.3 kJ/mol
Kohn-Sham gap   9.1 eV
Strongest force on any atom   0.0549 Eh/bohr
Charge   0

=====

Record 5
Computed, not measured: the molecule C6H6O in a non-equilibrium geometry, with ωB97M-V with the def2-TZVPD basis set.

Geometry as XYZ:
```
13
Properties=species:S:1:pos:R:3:mulliken_charge:R:1
C 2.189 -1.106 0.555 -0.660
C 1.886 0.120 0.098 -0.448
C 0.481 0.311 -0.087 0.665
C -0.429 1.320 0.199 -0.492
C -1.801 0.884 -0.143 -0.275
O -1.619 -0.443 -0.710 -0.333
C -0.350 -0.674 -0.696 -0.358
H 3.209 -1.448 0.724 0.249
H -0.193 2.291 0.617 0.449
H -2.488 0.769 0.704 0.260
H -2.303 1.451 -0.935 0.244
H -0.017 -1.606 -1.146 0.492
H 1.435 -1.869 0.819 0.207
```

Calculated values
Energy above the lowest of the compared OMol25 structures with the same formula, charge and spin   506.8 kJ/mol
Kohn-Sham gap (spin up / spin down)   5.4 / 7.2 eV
Strongest force on any atom   0.0305 Eh/bohr
Charge   0

=====

Record 6
Computed, not measured: the molecule C6H6O in a non-equilibrium geometry, with ωB97M-V with the def2-TZVPD basis set.

Geometry as XYZ:
```
13
Properties=species:S:1:pos:R:3:mulliken_charge:R:1
O 1.527 1.613 -1.208 -0.513
C 0.689 0.771 -0.504 0.616
C -0.133 -0.134 -1.115 -0.216
C -0.864 -1.106 -0.466 -0.557
C -0.932 -1.047 0.932 -0.202
C -0.266 -0.081 1.613 -0.593
C 0.558 0.793 0.928 -0.214
H 1.621 1.266 -2.116 0.296
H 0.056 0.084 -2.206 0.132
H -1.532 -1.755 -1.064 0.315
H -1.784 -1.653 1.226 0.298
H -0.236 -0.262 2.673 0.328
H 1.297 1.511 1.309 0.312
```

Calculated values
Energy above the lowest of the compared OMol25 structures with the same formula, charge and spin   89.1 kJ/mol
Kohn-Sham gap   9.6 eV
Strongest force on any atom   0.0750 Eh/bohr
Charge   0

=====

Record 7
Computed, not measured: the molecule C6H6O in a non-equilibrium geometry, with ωB97M-V with the def2-TZVPD basis set.

Geometry as XYZ:
```
13
Properties=species:S:1:pos:R:3:mulliken_charge:R:1
C -0.190 -2.760 -0.248 0.187
C -0.258 -1.617 -0.621 -0.610
C -0.238 -0.223 -1.054 -0.509
C 0.459 0.682 -0.030 0.242
O 1.655 0.164 0.477 -0.501
C -0.433 1.211 1.023 -0.701
C -0.851 2.214 1.541 -0.090
H -0.151 -3.778 0.068 0.399
H 0.318 -0.140 -1.994 0.270
H -1.252 0.152 -1.232 0.334
H 0.734 1.600 -0.554 0.249
H 1.434 -0.639 0.968 0.350
H -1.056 3.215 1.824 0.380
```

Calculated values
Energy above the lowest of the compared OMol25 structures with the same formula, charge and spin   422.3 kJ/mol
Kohn-Sham gap   10.8 eV
Strongest force on any atom   0.0208 Eh/bohr
Charge   0

=====

Record 8
Computed, not measured: the molecule C6H6O, with ωB97M-V with the def2-TZVPD basis set.

Geometry as XYZ:
```
13
Properties=species:S:1:pos:R:3:mulliken_charge:R:1
C -1.543 1.668 -0.454 0.154
C -1.204 0.518 -0.520 -0.511
C -0.697 -0.861 -0.531 -0.589
C 0.412 -1.026 0.536 -0.178
O -0.063 -0.739 1.829 -0.543
C 1.503 -0.122 0.127 -0.559
C 2.139 0.787 -0.337 0.113
H -1.842 2.696 -0.418 0.379
H -1.504 -1.570 -0.319 0.274
H -0.277 -1.091 -1.517 0.327
H 0.726 -2.073 0.554 0.354
H -0.297 0.201 1.830 0.384
H 2.647 1.613 -0.780 0.396
```

Calculated values
Energy above the lowest of the compared OMol25 structures with the same formula, charge and spin   373.9 kJ/mol
Kohn-Sham gap   11.1 eV
Strongest force on any atom   0.0118 Eh/bohr
Charge   0

=====

Record 9
Computed, not measured: the molecule C6H6O in a non-equilibrium geometry, with ωB97M-V with the def2-TZVPD basis set.

Geometry as XYZ:
```
13
Properties=species:S:1:pos:R:3:mulliken_charge:R:1
C 0.916 -1.434 -1.529 -0.937
C 0.384 -0.560 -0.695 0.737
C 0.737 -0.446 0.694 -0.538
C 0.077 0.395 1.518 -0.228
C -0.990 1.207 0.966 -0.368
C -1.309 1.060 -0.319 -0.142
O -0.575 0.358 -1.188 -0.318
H 1.777 -2.040 -1.284 0.267
H 0.625 -1.478 -2.623 0.236
H 1.566 -1.058 1.023 0.272
H 0.395 0.401 2.541 0.404
H -1.556 1.873 1.665 0.286
H -2.047 1.721 -0.769 0.329
```

Calculated values
Energy above the lowest of the compared OMol25 structures with the same formula, charge and spin   157.9 kJ/mol
Kohn-Sham gap   8.4 eV
Strongest force on any atom   0.0525 Eh/bohr
Charge   0

=====

Record 10
Computed, not measured: a structure of composition C6H6O in a non-equilibrium geometry, with ωB97M-V with the def2-TZVPD basis set.

Geometry as XYZ:
```
13
Properties=species:S:1:pos:R:3:mulliken_charge:R:1
C 0.042 1.443 0.121 -0.415
C 0.775 0.308 -0.060 0.120
C -0.247 -1.296 -0.671 0.469
C -0.979 0.706 1.068 -0.679
C 1.161 -0.758 -1.099 -0.577
C -0.101 -0.571 0.883 -0.295
O -1.242 -1.378 -1.338 -0.515
H 0.002 2.536 -0.280 0.296
H -1.031 1.139 2.059 0.306
H -1.966 0.601 0.665 0.284
H 1.078 -0.396 -2.090 0.307
H 2.193 -1.276 -0.959 0.248
H 0.314 -1.060 1.701 0.450
```

Calculated values
Energy above the lowest of the compared OMol25 structures with the same formula, charge and spin   423.3 kJ/mol
Kohn-Sham gap   9.2 eV
Strongest force on any atom   0.0879 Eh/bohr
Charge   0

=====

Record 11
Computed, not measured: the molecule C6H6O in a non-equilibrium geometry, with ωB97M-V with the def2-TZVPD basis set.

Geometry as XYZ:
```
13
Properties=species:S:1:pos:R:3:mulliken_charge:R:1
C -1.352 0.488 0.546 -1.089
C -0.165 -0.319 0.954 -0.121
C 0.677 -0.810 -0.011 0.101
C 2.092 -1.735 -0.838 -0.568
C 1.225 -2.173 -1.830 0.572
O 0.948 -2.986 -2.657 -0.539
C 0.908 -0.772 -1.409 -0.267
H -1.202 1.531 0.830 0.286
H -2.243 0.127 1.059 0.321
H -1.507 0.437 -0.527 0.311
H -0.002 -0.521 1.999 0.385
H 3.105 -1.561 -0.569 0.304
H 0.992 0.088 -2.056 0.306
```

Calculated values
Energy above the lowest of the compared OMol25 structures with the same formula, charge and spin   458.8 kJ/mol
Kohn-Sham gap   9.6 eV
Strongest force on any atom   0.0727 Eh/bohr
Charge   0

=====

Record 12
Computed, not measured: the molecule C6H6O in a non-equilibrium geometry, with ωB97M-V with the def2-TZVPD basis set.

Geometry as XYZ:
```
13
Properties=species:S:1:pos:R:3:mulliken_charge:R:1
C -1.674 -1.580 -0.564 -0.328
C -0.549 -1.154 -0.545 0.070
C 0.800 -0.604 -0.447 -0.685
C 0.868 0.930 -0.088 0.270
O 2.066 1.226 0.591 -0.527
C -0.391 1.234 0.617 -0.458
C -1.549 0.968 0.839 -0.204
H -2.627 -2.043 -0.652 0.389
H 1.347 -1.151 0.330 0.265
H 1.318 -0.779 -1.396 0.276
H 0.912 1.500 -1.022 0.236
H 1.908 1.107 1.535 0.370
H -2.429 0.346 0.804 0.325
```

Calculated values
Energy above the lowest of the compared OMol25 structures with the same formula, charge and spin   454.3 kJ/mol
Kohn-Sham gap   10.6 eV
Strongest force on any atom   0.0211 Eh/bohr
Charge   0

=====

Record 13
Computed, not measured: the molecule C6H6O2 in a non-equilibrium geometry, with ωB97M-V with the def2-TZVPD basis set.

Geometry as XYZ:
```
14
Properties=species:S:1:pos:R:3:mulliken_charge:R:1
C 1.706 1.360 -0.109 -0.668
C 0.603 0.705 -0.008 0.037
C 0.606 -0.753 -0.141 0.359
O 1.466 -1.527 0.065 -0.563
C -0.888 -0.951 -0.212 -0.120
C -1.162 -0.114 1.009 -0.354
C -0.878 1.061 0.193 -0.511
O -1.390 0.212 -1.055 -0.480
H 1.750 2.506 0.197 0.223
H 2.564 0.704 -0.055 0.339
H -0.946 -2.058 -0.307 0.411
H -0.304 -0.019 1.841 0.218
H -2.198 -0.312 1.560 0.316
H -1.390 1.846 0.301 0.793
```

Calculated values
Energy above the lowest of the compared OMol25 structures with the same formula, charge and spin   422.0 kJ/mol
Kohn-Sham gap   9.9 eV
Strongest force on any atom   0.1913 Eh/bohr
Charge   0

=====

Record 14
Computed, not measured: a structure of composition C6H6O2 in a non-equilibrium geometry, with ωB97M-V with the def2-TZVPD basis set.

Geometry as XYZ:
```
14
Properties=species:S:1:pos:R:3:mulliken_charge:R:1
C -0.735 -0.436 0.070 0.403
C 0.084 0.035 1.315 -0.485
C 1.053 0.802 0.220 -0.380
C 1.434 -0.310 -0.646 -0.269
C 0.347 -1.121 -0.674 -0.326
C -0.409 0.999 -0.289 0.394
H -2.903 0.001 -0.782 0.388
H -0.725 0.746 1.765 0.304
H 0.539 -0.800 2.003 0.311
H 1.699 1.662 0.541 0.388
H 2.406 -0.529 -1.213 0.349
H 0.505 -1.916 -1.632 0.201
O -2.115 -1.014 -0.006 -0.664
O -1.181 1.880 -0.670 -0.614
```

Calculated values
Energy above the lowest of the compared OMol25 structures with the same formula, charge and spin   585.5 kJ/mol
Kohn-Sham gap   9.0 eV
Strongest force on any atom   0.1196 Eh/bohr
Charge   0

=====

Record 15
Computed, not measured: the molecule C6H6O2 in a non-equilibrium geometry, with ωB97M-V with the def2-TZVPD basis set.

Geometry as XYZ:
```
14
Properties=species:S:1:pos:R:3:mulliken_charge:R:1
C -1.669 2.135 -1.336 -0.117
C -0.977 1.543 -0.517 -0.516
C -0.108 0.919 0.349 0.408
O 0.984 0.368 -0.427 -0.365
C 1.251 -0.834 0.259 0.128
C 0.998 -2.172 -0.080 -0.540
C -0.154 -1.154 0.381 -0.134
O -0.677 -0.270 1.244 -0.393
H -2.697 2.164 -1.854 0.289
H 0.394 1.612 1.143 0.294
H 1.678 -0.829 1.218 0.229
H 1.008 -2.473 -1.263 0.209
H 1.555 -2.979 0.524 0.253
H -0.449 -0.902 -0.648 0.255
```

Calculated values
Energy above the lowest of the compared OMol25 structures with the same formula, charge and spin   830.9 kJ/mol
Kohn-Sham gap   9.2 eV
Strongest force on any atom   0.1134 Eh/bohr
Charge   0

=====

Record 16
Computed, not measured: the molecule C6H6O2S in a non-equilibrium geometry, with ωB97M-V with the def2-TZVPD basis set.

Geometry as XYZ:
```
15
Properties=species:S:1:pos:R:3:mulliken_charge:R:1
O -2.681 -0.206 -0.464 -0.564
C -1.636 0.094 0.119 0.497
C -1.030 -0.876 1.011 -0.556
C 0.279 -1.078 0.902 -0.491
C 1.171 -0.415 -0.080 0.806
O 1.986 -1.292 -0.693 -0.491
S 1.894 1.175 0.506 -0.202
C 0.627 0.801 -0.729 -0.616
C -0.817 1.337 -0.187 -0.652
H -1.703 -1.511 1.492 0.459
H 0.765 -1.799 1.568 0.341
H 2.079 -1.001 -1.528 0.324
H 0.798 0.874 -1.720 0.513
H -1.145 1.981 -1.013 0.291
H -0.587 1.915 0.815 0.341
```

Calculated values
Energy above the lowest of the compared OMol25 structures with the same formula, charge and spin   151.8 kJ/mol
Kohn-Sham gap   9.2 eV
Strongest force on any atom   0.0974 Eh/bohr
Charge   0